15
Properties=species:S:1:pos:R:3 method="wB97M-V/def2-TZVPD" orbital_gap_ev=8.436 smiles="CC[C@@H](O)C(=S)S" lumo_energy_ev=-0.3 max_force_ha_per_bohr=0.0591 e_above_lowest_kj_mol=171.0
C 1.557 -1.083 -0.749
C 1.179 0.292 -0.131
C -0.110 0.316 0.699
O -0.378 1.672 1.051
C -1.476 -0.229 0.115
S -2.219 -1.605 0.359
S -2.161 1.111 -0.880
H 1.773 -0.866 -1.857
H 2.590 -1.486 -0.343
H 0.830 -1.902 -0.731
H 1.017 1.089 -1.016
H 1.922 0.539 0.599
H -0.102 -0.243 1.702
H -0.990 1.701 1.884
H -3.432 0.695 -0.703

65
Properties=species:S:1:pos:R:3 method="wB97M-V/def2-TZVPD" orbital_gap_ev="6.058 / 6.055" lumo_energy_ev="-2.5 / -2.5" max_force_ha_per_bohr=0.1408 e_above_lowest_kj_mol=1620.0
Pt -0.326 1.672 0.076
C 4.642 -0.914 -2.295
C 3.616 0.055 -1.784
C 3.339 0.055 -0.337
C 2.795 1.113 0.273
C 2.560 2.351 -0.458
C 2.871 2.493 -1.751
C 3.334 1.332 -2.518
S 2.066 3.769 0.473
O 2.717 3.650 1.751
O 2.262 4.948 -0.323
N 0.454 3.526 0.751
C -0.418 4.449 -0.008
C -0.606 3.974 -1.447
O -1.026 4.675 -2.326
O -0.275 2.689 -1.642
H 4.288 -1.936 -2.151
H 5.583 -0.792 -1.758
H 4.818 -0.757 -3.358
H 3.599 -0.831 0.227
H 2.579 1.091 1.334
H 2.825 3.467 -2.221
H 3.885 1.533 -3.431
H -0.013 5.457 -0.040
H -1.393 4.491 0.486
N 0.711 1.942 3.297
C -0.159 0.962 3.095
N -0.451 0.129 4.093
C -1.427 -0.758 3.870
N -1.713 -1.626 4.841
N -2.178 -0.856 2.743
C -1.758 -0.066 1.763
N -0.734 0.831 1.874
C -2.299 -0.176 0.485
C -3.385 -1.118 0.176
C -3.925 -0.856 -1.185
C -3.337 -0.008 -2.044
C -2.162 0.724 -1.684
N -1.722 0.684 -0.452
H 1.136 2.016 4.205
H 0.857 2.674 2.606
H -1.184 -1.607 5.694
H -2.420 -2.321 4.684
H -4.175 -1.012 0.927
H -4.819 -1.396 -1.477
H -3.741 0.135 -3.036
H -1.625 1.331 -2.386
F -4.118 -3.134 1.325
C -3.087 -2.722 0.515
C -1.875 -3.039 1.219
N -0.477 -1.830 -1.057
C 0.685 -3.883 0.545
C 1.975 -3.446 0.221
O 2.459 0.211 -2.608
O 2.391 -2.331 -0.046
C -1.210 -2.426 -2.066
O -0.988 -2.159 -3.218
N -2.284 -3.327 -1.803
C -3.171 -3.584 -0.781
O -4.044 -4.395 -0.894
H 0.222 0.251 -0.120
H 2.629 -4.346 0.209
H 0.306 -4.630 1.219
H -2.541 -3.821 -2.650
Cl -0.537 -2.576 0.383

56
Properties=species:S:1:pos:R:3 method="wB97M-V/def2-TZVPD" orbital_gap_ev=7.939 charge=-1 lumo_energy_ev=2.2 max_force_ha_per_bohr=0.0078 e_above_lowest_kj_mol=0.0
Pd 0.010 0.533 -0.026
C -2.082 -0.692 -2.703
C -2.996 -0.938 -1.536
C -3.911 -1.983 -1.575
C -4.801 -2.192 -0.535
C -4.781 -1.345 0.561
C -3.872 -0.296 0.639
C -3.830 0.585 1.855
C -2.975 -0.103 -0.417
N -1.981 0.906 -0.324
C -2.316 2.204 -0.403
O -3.417 2.709 -0.608
C -1.114 3.102 -0.184
C -1.141 4.483 -0.144
C 0.054 5.159 0.080
C 1.238 4.451 0.255
C 1.190 3.072 0.201
N 0.034 2.456 -0.016
C 2.375 2.142 0.382
O 3.493 2.621 0.564
N 2.005 0.854 0.313
C 2.974 -0.184 0.363
C 2.975 -1.061 1.449
C 2.076 -0.844 2.634
C 3.860 -2.133 1.443
C 4.742 -2.326 0.394
C 4.738 -1.440 -0.672
C 3.856 -0.367 -0.709
C 3.824 0.544 -1.902
H -2.106 -1.537 -3.390
H -1.048 -0.537 -2.390
H -2.394 0.205 -3.245
H -3.911 -2.648 -2.431
H -5.494 -3.023 -0.571
H -5.469 -1.505 1.384
H -4.549 0.242 2.599
H -4.060 1.618 1.592
H -2.835 0.576 2.306
H -2.089 4.980 -0.289
H 0.062 6.241 0.118
H 2.194 4.923 0.436
H 1.089 -0.485 2.343
H 2.509 -0.094 3.302
H 1.950 -1.772 3.190
H 3.840 -2.831 2.271
H 5.416 -3.173 0.398
H 5.415 -1.591 -1.505
H 4.472 0.161 -2.691
H 4.149 1.549 -1.633
H 2.809 0.626 -2.299
B -0.032 -4.181 0.228
C -0.027 -2.600 0.118
N -0.022 -1.450 0.034
H -1.106 -4.566 -0.188
H 0.882 -4.583 -0.463
H 0.129 -4.463 1.398

22
Properties=species:S:1:pos:R:3 method="wB97M-V/def2-TZVPD" orbital_gap_ev="7.907 / 8.201" multiplicity=3 lumo_energy_ev="1.0 / -1.4" max_force_ha_per_bohr=0.0900 e_above_lowest_kj_mol=32.6 s2=2.01
C 2.114 0.936 0.996
C 3.047 -0.238 -1.090
C -1.489 -1.722 0.775
C -3.202 1.123 -0.545
C 2.018 -0.075 -0.075
N -0.639 -0.011 -1.213
Si -1.626 0.113 0.156
H 2.184 0.677 1.988
H 2.925 1.670 0.770
H 1.091 1.591 1.182
H 3.103 -1.340 -1.552
H 4.063 0.195 -0.836
H 2.659 0.449 -1.887
H -1.986 -2.527 0.312
H -0.371 -1.972 0.703
H -1.641 -1.652 1.812
H -2.647 1.888 -1.072
H -3.479 0.517 -1.309
H -4.010 1.579 -0.115
H 1.431 -0.931 0.190
H -0.617 0.651 -1.968
H -1.040 0.957 1.221

63
Properties=species:S:1:pos:R:3 method="wB97M-V/def2-TZVPD" orbital_gap_ev=8.501 smiles="C[C@@H]1COC(=O)O1.C[C@@H]1COC(=O)O1.C[C@@H]1COC(=O)O1.C[C@@H]1COC(=O)O1.O=C=NPCON=O" lumo_energy_ev=-0.4 max_force_ha_per_bohr=0.0211
C -0.353 5.490 0.824
C -1.817 5.431 0.475
C -2.684 4.678 1.465
O -3.732 4.171 0.628
C -3.240 4.051 -0.630
O -3.780 3.479 -1.518
O -2.036 4.664 -0.723
H 0.194 6.083 0.091
H -0.215 5.941 1.807
H 0.077 4.489 0.827
H -2.213 6.436 0.301
H -3.101 5.309 2.245
H -2.158 3.834 1.918
C -0.625 -3.322 -2.039
C 0.176 -3.270 -0.768
C 1.135 -2.102 -0.694
O 2.172 -2.616 0.162
C 2.180 -3.964 0.036
O 3.034 -4.674 0.463
O 1.090 -4.384 -0.642
H -1.337 -4.146 -2.029
H -1.174 -2.389 -2.148
H 0.023 -3.454 -2.906
H -0.489 -3.295 0.100
H 0.698 -1.211 -0.249
H 1.570 -1.856 -1.662
C 6.741 -1.637 -1.512
C 5.643 -2.202 -2.373
C 5.845 -2.050 -3.869
O 4.496 -1.973 -4.353
C 3.726 -1.497 -3.352
O 2.593 -1.152 -3.468
O 4.411 -1.474 -2.191
H 6.537 -1.825 -0.459
H 7.696 -2.094 -1.767
H 6.812 -0.557 -1.647
H 5.450 -3.246 -2.112
H 6.359 -2.890 -4.326
H 6.362 -1.122 -4.126
C 0.734 -1.749 2.905
C 1.013 -0.391 3.492
C 0.351 -0.101 4.824
O 0.162 1.320 4.770
C 0.081 1.680 3.467
O -0.260 2.750 3.081
O 0.438 0.648 2.670
H 1.277 -1.879 1.973
H 1.032 -2.542 3.592
H -0.331 -1.850 2.685
H 2.089 -0.211 3.549
H 0.965 -0.366 5.680
H -0.627 -0.580 4.914
O -7.185 3.194 1.465
C -6.477 2.536 0.816
N -5.742 1.809 0.176
P -6.268 1.322 -1.414
C -5.782 -0.445 -1.292
O -4.382 -0.423 -1.577
N -3.656 -1.333 -0.719
O -3.529 -2.381 -1.183
H -7.678 1.191 -1.284
H -6.311 -1.004 -2.060
H -5.983 -0.852 -0.305

65
Properties=species:S:1:pos:R:3 method="wB97M-V/def2-TZVPD" orbital_gap_ev=6.750 charge=-1 lumo_energy_ev=2.4 max_force_ha_per_bohr=0.1302
C 2.506 -3.278 0.517
C 2.494 -1.960 0.385
C 2.070 -0.400 0.122
N 0.872 -0.237 -0.720
C 0.951 0.883 -1.690
C 1.275 2.344 -1.003
C 0.406 3.537 -1.694
C 0.571 3.591 -3.303
O -0.754 3.680 -3.937
C -0.433 -0.469 -0.091
C -0.410 -0.788 1.520
O -1.776 -0.699 2.014
C -2.335 -1.992 2.352
C -3.962 -1.875 2.293
C -4.571 -2.041 0.807
C -1.099 -1.800 -0.762
C -0.743 -2.029 -2.303
C -1.260 -1.196 -3.530
C -0.888 -1.534 -5.045
C 0.037 -2.777 -5.386
C 0.586 -3.616 -4.171
C 0.212 -3.269 -2.654
C -1.544 0.707 -0.256
O -1.490 1.814 0.440
O -2.680 0.599 -1.121
H 2.303 -4.415 0.551
H 2.095 0.230 1.094
H 2.965 0.017 -0.506
H 1.897 0.672 -2.347
H 0.080 0.939 -2.450
H 2.401 2.629 -1.097
H 1.046 2.343 0.137
H 0.752 4.572 -1.285
H -0.724 3.467 -1.452
H 1.159 4.535 -3.654
H 1.098 2.676 -3.764
H -1.403 3.097 -3.477
H 0.014 -1.833 1.756
H 0.197 0.020 2.105
H -2.069 -2.329 3.431
H -1.970 -2.849 1.647
H -4.246 -0.809 2.664
H -4.485 -2.637 2.977
H -4.428 -1.052 0.201
H -3.981 -2.845 0.197
H -5.678 -2.348 0.765
H -0.659 -2.704 -0.166
H -2.238 -1.868 -0.642
H -1.962 -0.305 -3.370
H -1.339 -0.880 -5.887
H 0.285 -3.054 -6.484
H 1.251 -4.541 -4.413
H 0.632 -3.952 -1.834
O 2.421 2.366 1.766
C 2.521 2.207 2.958
O 3.609 1.656 3.567
C 3.346 1.517 4.966
C 2.252 2.513 5.267
C 1.465 2.535 3.975
H 3.036 0.486 5.162
H 4.256 1.727 5.533
H 1.653 2.245 6.140
H 2.689 3.501 5.448
H 0.695 1.760 3.953
H 1.029 3.517 3.787

13
Properties=species:S:1:pos:R:3 method="wB97M-V/def2-TZVPD" orbital_gap_ev=10.564 lumo_energy_ev=0.9 max_force_ha_per_bohr=0.0706 e_above_lowest_kj_mol=401.0
H -1.125 -1.331 1.455
N -0.218 -1.739 1.511
C 0.546 -1.425 0.580
C 0.431 -0.231 -0.426
C 1.029 0.826 0.413
C 1.337 1.661 1.199
H 1.435 -2.037 0.449
H -0.634 0.092 -0.523
H 1.070 -0.393 -1.488
H 1.537 2.361 1.939
C -3.430 0.600 0.177
N -3.175 0.744 -0.930
H -4.016 0.477 1.088

57
Properties=species:S:1:pos:R:3 method="wB97M-V/def2-TZVPD" orbital_gap_ev=6.537 charge=-2 lumo_energy_ev=4.0 max_force_ha_per_bohr=0.0627 e_above_lowest_kj_mol=0.0
Sr 1.109 0.599 0.565
O 1.340 -1.961 4.430
C 0.983 -1.487 3.330
N 1.683 -1.321 2.190
C 3.077 -1.788 2.287
C 3.968 -1.168 1.223
C 5.015 -1.888 0.706
C 5.920 -1.298 -0.193
C 5.780 0.063 -0.425
C 4.609 0.671 0.036
N 3.702 0.075 0.867
C -0.440 -0.941 3.307
C -1.144 -1.079 4.476
C -2.338 -0.413 4.618
C -2.795 0.383 3.605
C -2.012 0.443 2.446
N -0.857 -0.189 2.299
H 3.016 -2.839 2.155
H 3.442 -1.557 3.285
H 5.201 -2.912 0.917
H 6.727 -1.913 -0.532
H 6.570 0.583 -0.939
H 4.514 1.731 -0.199
H -0.698 -1.616 5.259
H -2.877 -0.456 5.559
H -3.572 1.102 3.846
H -2.483 1.132 1.663
Cl 1.234 0.101 -5.178
Ge 1.647 0.559 -2.937
Cl 5.993 -5.456 0.665
Cl 0.454 3.237 0.806
C 0.019 -2.609 -2.323
C -0.583 -1.293 -1.943
C -1.255 -1.591 -0.521
C -1.736 -0.908 -2.951
N 0.408 -0.290 -1.844
H -0.549 -3.516 -1.924
H 1.016 -2.748 -1.896
H 0.144 -2.757 -3.425
H -2.134 -2.226 -0.595
H -1.588 -0.614 -0.100
H -0.580 -2.124 0.156
H -2.417 -1.736 -3.239
H -1.184 -0.588 -3.878
H -2.430 -0.097 -2.662
O -6.173 3.380 -2.394
N -4.910 3.480 -2.193
C -4.457 4.538 -1.553
C -3.156 4.701 -1.305
C -2.256 3.718 -1.681
C -2.739 2.586 -2.371
C -4.095 2.486 -2.601
H -5.261 5.217 -1.288
H -2.861 5.489 -0.645
H -1.197 3.743 -1.410
H -2.109 1.692 -2.575
H -4.687 1.668 -2.976

119
Properties=species:S:1:pos:R:3 method="wB97M-V/def2-TZVPD" orbital_gap_ev=4.362 charge=+1 lumo_energy_ev=-5.4 max_force_ha_per_bohr=0.2910 e_above_lowest_kj_mol=612.0
C -48.160 -21.517 17.759
C -47.320 -22.217 18.797
C -48.258 -22.611 19.917
C -47.589 -23.743 20.703
C -47.221 -24.999 19.971
C -46.260 -24.692 18.814
N -46.650 -23.417 18.131
O -46.287 -23.335 16.909
C -46.255 -26.004 17.965
C -44.767 -24.549 19.395
C -46.320 -21.241 19.268
H -48.548 -20.616 18.305
H -48.815 -22.189 17.352
H -47.621 -21.192 16.960
H -49.142 -23.165 19.595
H -48.774 -21.981 20.516
H -48.181 -24.269 21.458
H -46.886 -23.288 21.409
H -48.084 -25.440 19.300
H -46.627 -25.609 20.724
H -46.240 -26.955 18.572
H -45.569 -26.137 17.222
H -47.405 -26.243 17.516
H -44.616 -23.617 20.222
H -44.173 -24.366 18.350
H -44.538 -25.465 19.645
H -45.590 -21.297 18.287
H -45.759 -21.753 20.017
H -46.491 -20.323 19.740
N -49.365 -20.539 23.758
C -50.005 -19.568 22.870
C -50.481 -20.220 21.598
C -50.183 -21.721 21.884
C -49.539 -21.866 23.303
H -48.820 -20.115 24.538
H -49.961 -18.582 23.085
H -50.971 -19.718 20.670
H -50.310 -22.545 21.290
H -48.988 -22.716 23.822
N -52.625 -23.741 19.294
C -52.414 -22.355 19.107
C -51.313 -22.226 18.065
C -51.134 -23.541 17.477
C -51.890 -24.554 18.284
H -53.443 -24.160 19.799
H -52.934 -21.636 19.682
H -50.708 -21.374 17.853
H -50.528 -23.557 16.709
H -51.901 -25.517 18.384
N -45.352 -24.677 24.720
C -44.437 -23.794 24.092
C -43.855 -24.539 22.875
C -44.586 -25.830 22.858
C -45.439 -25.946 24.152
H -45.762 -24.336 25.635
H -44.221 -22.908 24.634
H -43.142 -24.209 22.274
H -44.390 -26.625 22.242
H -46.235 -26.701 24.338
N -49.853 -27.345 20.613
C -48.956 -28.257 21.267
C -48.601 -27.617 22.580
C -49.321 -26.371 22.615
C -50.031 -26.246 21.247
H -50.195 -27.682 19.700
H -48.701 -29.337 20.774
H -47.937 -27.967 23.286
H -49.322 -25.523 23.537
H -50.667 -25.381 20.909
N -40.909 -21.666 21.826
C -40.855 -22.478 20.666
C -42.027 -22.010 19.745
C -42.548 -20.701 20.380
C -41.886 -20.601 21.764
H -40.226 -21.689 22.428
H -40.117 -23.225 20.386
H -42.119 -22.567 18.818
H -43.384 -20.133 20.177
H -41.978 -19.799 22.314
N -47.500 -19.484 22.369
C -46.179 -19.862 22.744
C -45.297 -18.816 22.231
C -46.160 -17.707 21.440
C -47.624 -18.257 21.665
H -48.297 -20.099 22.483
H -45.972 -20.680 23.467
H -44.406 -19.097 22.177
H -46.148 -16.762 21.021
H -48.439 -17.945 21.347
N -43.820 -18.992 15.601
C -44.554 -19.233 14.483
C -44.915 -20.653 14.555
C -44.210 -21.205 15.900
C -43.504 -19.952 16.579
H -43.598 -18.004 16.052
H -44.793 -18.398 13.719
H -45.412 -21.270 13.899
H -44.084 -22.151 16.189
H -43.122 -19.741 17.561
N -40.773 -24.781 17.344
C -41.668 -24.241 16.422
C -42.716 -25.178 16.232
C -42.495 -26.409 17.119
C -41.044 -26.171 17.657
H -39.982 -24.326 17.817
H -41.451 -23.372 16.041
H -43.629 -24.964 15.461
H -43.095 -27.211 17.433
H -40.440 -26.792 18.335
N -51.463 -29.284 18.809
C -50.060 -29.454 18.479
C -49.708 -28.484 17.481
C -50.990 -27.700 17.099
C -52.037 -28.206 18.128
H -52.183 -29.798 19.360
H -49.431 -30.321 19.059
H -48.721 -28.083 17.068
H -50.838 -26.710 16.453
H -53.098 -27.795 18.272